The following is a DFT calculation (ωB97M-V with the def2-TZVPD basis set) of a gas-phase ion, C8H11INO4 (charge +1).

Each line ends with the Mulliken charge.
Atoms and positions in Å:
C (-2.411, 0.790, -1.039)  -1.6384
C (0.355, -0.047, 0.798)  0.0888
C (-0.337, -2.017, -0.659)  0.1476
C (1.013, -3.266, 1.084)  0.2321
H (-1.024, 3.369, -0.779)  0.3432
H (1.208, 0.645, 2.553)  0.3765
O (-0.137, 0.149, -1.452)  -0.4133
I (2.006, -3.826, 2.689)  0.5298
O (2.387, -0.891, 1.669)  -0.4672
H (0.585, 2.693, -1.460)  0.3044
C (-0.605, 2.541, -1.379)  -1.2690
C (0.493, -0.701, -0.591)  0.4361
H (-2.663, 0.220, -1.844)  0.3847
H (-0.379, -0.586, 1.443)  0.3271
N (0.433, -3.090, 0.063)  -0.0894
C (-0.845, 1.156, -0.825)  1.0601
H (-2.804, 0.293, -0.154)  0.3779
O (-1.284, -2.254, -1.283)  -0.2979
C (1.604, 0.286, 1.596)  -0.8417
H (-2.804, 1.767, -1.102)  0.4890
H (1.546, -1.015, -0.897)  0.3500
H (3.065, -0.867, 2.378)  0.3322
H (2.113, 1.127, 1.099)  0.3301
H (-1.064, 2.403, -2.469)  0.3303
O (-0.451, 1.121, 0.559)  -0.4231

Values from the calculation:
Relative energy (zero: lowest compared OMol25 entry of this formula, charge and spin): 0.0 kcal/mol
SMILES: CC1(C)O[C@H](C(=O)[N+]#CI)[C@@H](CO)O1
Charge: +1

The following is a DFT calculation (ωB97M-V with the def2-TZVPD basis set) of a single C8H11N molecule.

Each line ends with the Mulliken charge.
Atoms and positions in Å:
C (-1.697, 1.038, -1.068)  -0.9301
C (-1.830, -0.170, 1.126)  -1.1723
C (-1.189, 0.653, 0.102)  0.3452
H (-0.042, -1.477, -1.412)  0.3856
C (0.772, -1.590, -0.750)  -0.8783
H (-2.841, -0.329, 0.792)  0.3999
H (0.335, -2.242, 0.027)  0.2554
H (-1.360, 1.680, -1.772)  0.4011
N (1.220, -0.315, -0.288)  0.2135
H (0.925, 2.725, 0.982)  0.3262
H (3.623, 1.782, 0.463)  0.3720
C (1.244, 1.760, 0.492)  -0.2237
H (3.305, -0.614, -0.346)  0.3469
C (2.521, 0.030, -0.053)  -0.2261
H (-1.841, 0.171, 2.136)  0.3050
H (-1.639, -1.196, 1.089)  0.2849
H (-2.790, 0.825, -1.143)  0.2201
C (2.635, 1.351, 0.298)  -0.6510
C (0.412, 0.722, 0.082)  -0.0381
H (1.696, -2.104, -1.199)  0.2639

Values from the calculation:
Relative energy (zero: lowest compared OMol25 entry of this formula, charge and spin): 19.4 kcal/mol
SMILES: C=C(C)c1cccn1C

The following is a DFT calculation (ωB97M-V with the def2-TZVPD basis set) of a single C8H11N molecule.

Each line ends with the Mulliken charge.
Atoms and positions in Å:
H (-2.515, 1.689, -0.984)  0.3923
C (0.939, -0.004, -0.583)  0.0594
N (-1.549, -0.199, -0.521)  -0.5538
C (-1.516, 1.222, -0.949)  -0.8175
C (-0.518, 1.939, -0.071)  -0.5473
H (0.902, 0.191, -1.684)  0.2791
C (0.361, 0.859, 0.476)  -0.4480
H (-2.321, -0.231, 0.092)  0.3104
H (-1.188, 1.270, -2.009)  0.2737
C (1.992, -0.998, -0.102)  -0.5578
H (0.036, 2.695, -0.718)  0.2439
H (0.921, 1.060, 1.421)  0.3976
C (-0.280, -0.444, 0.146)  0.6192
H (2.010, -2.860, 1.073)  0.3798
H (-0.246, -1.613, 1.994)  0.2919
H (-1.020, 2.470, 0.782)  0.3277
H (-0.594, -2.508, 0.474)  0.3900
C (1.499, -1.975, 0.643)  -0.4784
H (3.093, -0.860, -0.382)  0.3137
C (-0.006, -1.703, 0.902)  -0.8760

Values from the calculation:
Relative energy (zero: lowest compared OMol25 entry of this formula, charge and spin): 10.9 kcal/mol
SMILES: C1=C[C@@H]2[C@H]3CCN[C@@]23C1

The following is a DFT calculation (ωB97M-V with the def2-TZVPD basis set) of a gas-phase ion, C8H11N2 (charge +1).

Each line ends with the Mulliken charge.
Atoms and positions in Å:
C (-2.358, 0.384, 0.211)  0.4812
C (1.515, 0.175, 0.801)  -0.8521
C (-0.949, -2.242, 0.052)  -1.3417
H (2.532, 0.494, 0.681)  0.3656
H (0.458, 0.629, -2.361)  0.3636
H (-0.239, 1.287, 1.740)  0.3170
C (0.548, 1.410, 0.913)  -0.6339
C (-0.406, -0.920, -0.223)  0.6320
C (0.866, 0.789, -1.379)  -0.8513
H (-0.731, -2.493, 1.059)  0.3913
H (1.688, -1.300, -0.999)  0.4389
H (1.156, 2.336, 0.864)  0.4012
H (1.674, -0.524, 1.663)  0.3738
H (-0.767, 2.308, -0.746)  0.4186
N (-1.133, 0.227, -0.281)  -0.0389
C (-0.227, 1.357, -0.429)  -0.2481
H (-0.810, -3.210, -0.491)  0.3588
H (1.640, 1.542, -1.429)  0.3616
N (-3.450, 0.415, 0.641)  -0.3718
H (-2.012, -2.155, 0.181)  0.3629
C (1.005, -0.510, -0.468)  0.0713

Values from the calculation:
Relative energy (zero: lowest compared OMol25 entry of this formula, charge and spin): 52.0 kcal/mol
SMILES: CC1=[N+](C#N)[C@H]2CC[C@@H]1C2
Charge: +1

The following is a DFT calculation (ωB97M-V with the def2-TZVPD basis set) of a gas-phase ion, C8H11N2O (charge +1).

Each line ends with the Mulliken charge.
Atoms and positions in Å:
C (3.044, 0.759, 0.506)  -0.0454
C (-0.830, -1.022, 0.505)  -0.0283
H (3.656, -1.155, -0.548)  0.3832
C (2.868, -0.544, -0.080)  -0.6617
H (-2.803, -1.012, -1.805)  0.2875
H (-0.216, 1.399, 0.916)  0.6761
H (-3.567, 0.503, -0.237)  0.3486
N (0.518, -0.322, 0.371)  0.0542
H (2.022, 2.547, 0.979)  0.4237
C (-2.375, 0.460, -0.356)  -0.4803
C (1.535, -0.994, -0.103)  -0.0315
H (4.094, 1.219, 0.602)  0.3367
H (-2.522, -0.358, 1.513)  0.3572
N (-1.761, -0.005, 0.850)  -0.4716
H (1.222, -1.868, -0.540)  0.5437
H (-2.132, 1.514, -0.633)  0.2141
H (-0.772, -1.751, 1.226)  0.5141
C (1.940, 1.521, 0.757)  -0.7313
C (0.677, 0.986, 0.687)  -0.1728
H (-1.507, -0.001, -2.392)  0.2490
O (-1.106, -1.405, -0.798)  -0.4363
C (-1.986, -0.473, -1.420)  -0.3289

Values from the calculation:
Relative energy (zero: lowest compared OMol25 entry of this formula, charge and spin): 51.1 kcal/mol
SMILES: c1cc[n+]([C@H]2NCCO2)cc1
Charge: +1

The following is a DFT calculation (ωB97M-V with the def2-TZVPD basis set) of a gas-phase ion, C8H11N2O2 (charge +1).

Each line ends with the Mulliken charge.
Atoms and positions in Å:
H (-1.153, 1.202, 1.716)  0.5463
C (1.490, 0.057, -0.793)  0.0791
O (2.047, -0.574, -1.849)  -0.4737
H (0.647, 0.820, -3.564)  0.3259
O (-1.949, 0.990, -0.773)  -0.5044
C (0.874, 0.701, 1.568)  0.8758
H (-1.054, 0.640, -2.759)  0.4058
H (1.601, 1.958, 3.191)  0.3089
H (-0.813, -0.570, -0.487)  0.3330
H (2.801, -0.947, -1.546)  0.3359
C (0.017, 0.390, -2.682)  -0.8655
C (-0.405, 0.929, 1.087)  -0.8755
C (1.783, 0.078, 0.516)  0.8550
C (2.827, -0.768, 0.980)  -0.7581
N (0.405, 0.885, -1.372)  0.0054
H (0.185, -0.665, -2.760)  0.3529
H (-2.205, 1.903, -0.521)  0.3800
C (-0.797, 0.500, -0.353)  0.2396
H (0.516, 0.797, 3.680)  0.3787
H (2.220, 0.274, 3.127)  0.3846
H (0.701, 1.917, -1.422)  0.4147
C (1.346, 0.908, 2.974)  -1.3759
N (3.618, -1.515, 1.410)  -0.3684

Values from the calculation:
Relative energy (zero: lowest compared OMol25 entry of this formula, charge and spin): 85.1 kcal/mol
SMILES: CC1=C[C@@H](O)[N@H+](C)C(O)=C1C#N
Charge: +1

The following is a DFT calculation (ωB97M-V with the def2-TZVPD basis set) of 2 unconnected molecules or ions with the total composition C8H11N2O2S.

Each line ends with the Mulliken charge.
Atoms and positions in Å:
H (-2.369, 1.083, -1.643)  0.2441
C (3.658, 0.413, 1.848)  -1.1580
O (-1.435, 0.240, 1.281)  -0.5798
C (1.041, -1.259, -0.308)  0.2535
H (1.331, -2.900, -1.931)  0.3324
C (3.583, -1.256, -0.058)  -0.2849
H (-4.017, 0.885, -2.161)  0.3854
H (-3.720, 1.787, -0.588)  0.3050
H (-4.362, -1.724, 0.599)  0.2894
H (4.144, -0.212, 2.592)  0.3231
N (2.945, -1.928, -0.969)  -0.2485
H (4.475, 1.091, 1.228)  0.3282
C (2.942, -0.455, 0.920)  0.3515
H (4.704, -1.281, -0.082)  0.3903
C (-3.365, 0.915, -1.223)  -0.7810
H (2.849, 0.978, 2.295)  0.3743
N (-3.426, -0.348, -0.531)  -0.0948
C (-4.492, -0.936, -0.121)  -0.1569
C (1.688, -2.117, -1.132)  -0.6080
C (1.555, -0.611, 0.721)  0.2772
S (-1.689, -0.898, 0.381)  0.9278
H (-5.506, -0.835, -0.665)  0.2526
H (0.818, 0.057, 1.162)  0.4916
O (-2.213, -2.107, 0.996)  -0.6144

Values from the calculation:
Relative energy (zero: lowest compared OMol25 entry of this formula, charge and spin): 117.5 kcal/mol
Charge: +1

The following is a DFT calculation (ωB97M-V with the def2-TZVPD basis set) of a gas-phase ion, C8H11N2S (charge +1).

Each line ends with the Mulliken charge.
Atoms and positions in Å:
C (-1.930, 0.886, -0.054)  -0.6499
H (-0.590, 1.560, 1.488)  0.3208
H (-1.916, 0.524, 2.074)  0.3984
H (0.382, 0.214, -2.376)  0.4760
C (0.897, -0.167, -0.394)  1.1260
C (4.311, -0.316, 0.011)  -0.4728
C (2.138, -0.834, -0.247)  0.2392
H (3.722, -2.367, -0.371)  0.4242
H (-0.798, -1.331, 0.973)  0.3078
C (3.433, -1.343, -0.227)  -1.1120
C (2.059, 0.555, -0.002)  0.0359
H (-1.448, 1.497, -1.939)  0.2598
C (-1.193, 0.678, 1.269)  -0.5825
H (-2.565, 0.010, -0.264)  0.3424
H (-0.704, -0.939, -1.561)  0.3439
H (5.382, -0.387, 0.016)  0.4826
H (-2.574, 1.762, 0.042)  0.4092
C (-0.145, 0.008, -1.440)  -0.7142
S (3.570, 1.252, 0.228)  -0.2224
H (0.284, -0.587, 1.998)  0.3311
N (-0.291, -0.471, 1.169)  -0.4041
N (-0.976, 1.146, -1.115)  -0.3393

Values from the calculation:
Relative energy (zero: lowest compared OMol25 entry of this formula, charge and spin): 80.3 kcal/mol
2S+1: 3
Charge: +1

The following is a DFT calculation (ωB97M-V with the def2-TZVPD basis set) of 2 unconnected molecules or ions with the total composition C8H11N3O3S.

Each line ends with the Mulliken charge.
Atoms and positions in Å:
H (1.876, 2.261, 1.266)  0.2275
H (-3.107, 0.944, 3.383)  0.3152
C (1.674, -1.528, -1.391)  0.6924
C (-1.941, 0.636, 1.548)  0.4699
C (1.641, -0.448, 0.657)  0.7349
N (2.164, -0.883, -0.349)  -0.3913
H (0.923, -2.340, -3.767)  0.2905
H (-2.354, -1.299, 0.466)  0.3257
H (-3.280, 0.314, -0.097)  0.2950
C (2.064, -2.317, -3.641)  -0.6489
H (1.015, 3.647, 1.753)  0.2796
H (0.510, 0.952, -0.688)  0.7578
C (-2.828, -0.304, 0.789)  -1.4282
H (-3.750, -0.501, 1.338)  0.3801
S (-1.079, 2.465, 3.112)  -0.2075
O (0.593, -2.120, -1.316)  -0.6108
H (2.561, -3.245, -3.649)  0.2786
O (1.691, -0.109, 1.743)  -0.4314
C (-2.174, 1.166, 2.729)  -0.2020
N (0.982, 2.686, 1.228)  -0.4610
N (-0.791, 1.093, 0.973)  0.2995
O (2.481, -1.542, -2.514)  -0.3747
C (-0.198, 2.096, 1.679)  0.2809
H (2.378, -1.763, -4.463)  0.2823
C (-0.243, 0.496, -0.083)  -1.3656
H (-0.809, -0.356, -0.706)  0.2116

Values from the calculation:
Relative energy (zero: lowest compared OMol25 entry of this formula, charge and spin): 88.5 kcal/mol

The following is a DFT calculation (ωB97M-V with the def2-TZVPD basis set) of a molecular structure, C8H11N4O3PbSSe.

Each line ends with the Mulliken charge.
Atoms and positions in Å:
H (-0.985, 2.891, -3.582)  0.3910
C (-0.196, 2.356, -3.024)  0.1532
C (-1.565, -2.807, -0.548)  0.6082
S (0.356, -0.440, 1.074)  0.3208
C (-0.938, -1.168, 3.403)  -1.0747
H (0.323, 0.617, 3.197)  0.3096
C (-1.312, 1.784, 1.326)  -1.5260
H (-0.841, -1.336, 4.476)  0.3704
C (-0.043, -1.755, -1.830)  0.6574
H (-1.854, -0.604, 3.231)  0.2443
H (1.209, -0.908, 3.179)  0.4005
N (-2.251, -2.911, 0.382)  -0.6042
H (-1.150, 0.505, -0.393)  0.3536
N (0.687, -0.874, -2.055)  -0.5124
H (-1.996, -0.279, 0.937)  0.5429
Se (5.787, -1.443, -4.604)  -0.3452
O (0.792, 1.945, -3.698)  -0.6199
H (-1.054, -2.137, 2.914)  0.3099
H (-2.112, 2.335, 0.833)  0.3987
O (-0.327, 2.201, -1.797)  -0.5192
Pb (2.057, 0.998, -1.955)  1.1975
O (1.465, 0.520, 0.718)  -0.7195
C (-1.187, 0.411, 0.693)  -0.3068
N (3.305, -0.135, -3.669)  -0.7336
C (0.280, -0.424, 2.876)  -0.4513
H (-1.541, 1.728, 2.392)  0.3790
H (-0.390, 2.348, 1.185)  0.3267
C (4.285, -0.651, -4.038)  0.2091
N (-0.802, -2.768, -1.623)  -0.7604

Values from the calculation:
Relative energy (zero: lowest compared OMol25 entry of this formula, charge and spin): 0.0 kcal/mol
Charge: -1

The following is a DFT calculation (ωB97M-V with the def2-TZVPD basis set) of a single C8H11NO molecule.

Each line ends with the Mulliken charge.
Atoms and positions in Å:
H (2.695, 0.997, 1.075)  0.3612
H (-1.186, 2.767, 0.615)  0.3030
C (-0.818, -0.548, -2.303)  -0.1442
H (-0.275, -0.663, -3.227)  0.3923
H (0.650, -2.849, 1.814)  0.3202
N (-0.268, 0.459, -1.563)  0.0008
C (1.649, 0.989, 0.862)  -0.5595
H (-0.929, -0.393, 0.363)  0.6481
H (-1.068, -2.426, 2.088)  0.2459
C (-0.983, 1.187, -0.634)  -0.5500
C (1.090, -0.398, 0.919)  -0.0511
H (-2.020, 1.242, -0.844)  0.4085
C (-0.294, -2.385, 1.287)  -1.1195
C (-0.128, -1.002, 0.723)  -0.0309
C (0.939, 2.126, 0.650)  -0.4305
C (-0.426, 2.135, 0.148)  -0.2726
O (-1.916, -1.008, -2.273)  -0.4857
H (-0.658, -2.963, 0.470)  0.2916
H (0.606, 0.810, -1.952)  0.2618
H (1.889, -1.199, 1.129)  0.0901
H (1.453, 3.123, 0.653)  0.3204

Values from the calculation:
Relative energy (zero: lowest compared OMol25 entry of this formula, charge and spin): 76.9 kcal/mol
SMILES: C/C=C/C=C\C=C/NC=O